Run i
A gas-phase ion, C19H24NO (charge +1), computed with ωB97M-V/def2-TZVPD.

Each atom is followed by the atoms it is bonded to, with distances in Å.
Atoms and positions in Å:
1 C 5.17 -1.77 -1.76  O2 1.446, H16 1.089, H17 1.099, H18 1.099
2 O 4.62 -0.44 -1.79  C1 1.446, C3 1.358
3 C 3.28 -0.27 -1.65  O2 1.358, C4 1.418, C15 1.416
4 C 2.79 1.06 -1.67  C3 1.418, C5 1.377, H19 1.089
5 C 1.48 1.31 -1.34  C4 1.377, C6 1.403, H20 1.095
6 C 0.64 0.28 -0.90  C5 1.403, C7 1.526, C14 1.398
7 C -0.74 0.63 -0.34  C6 1.526, C8 1.531, H21 1.100, N34 1.495
8 C -1.95 0.00 -1.02  C7 1.531, C9 1.403, C13 1.398
9 C -3.14 0.75 -1.09  C8 1.403, C10 1.396, H22 1.094
10 C -4.35 0.11 -1.34  C9 1.396, C11 1.404, H23 1.092
11 C -4.37 -1.26 -1.65  C10 1.404, C12 1.399, H24 1.099
12 C -3.16 -1.94 -1.83  C11 1.399, C13 1.400, H25 1.096
13 C -1.95 -1.27 -1.62  C8 1.398, C12 1.400, H26 1.087
14 C 1.08 -1.05 -1.00  C6 1.398, C15 1.391, H27 1.094
15 C 2.38 -1.33 -1.42  C3 1.416, C14 1.391, H28 1.098
16 H 6.25 -1.61 -1.82  C1 1.089
17 H 4.92 -2.30 -0.82  C1 1.099
18 H 4.82 -2.35 -2.62  C1 1.099
19 H 3.48 1.86 -1.93  C4 1.089
20 H 1.07 2.33 -1.42  C5 1.095
21 H -0.85 1.72 -0.42  C7 1.100
22 H -3.10 1.82 -0.88  C9 1.094
23 H -5.28 0.69 -1.34  C10 1.092
24 H -5.32 -1.78 -1.83  C11 1.099
25 H -3.14 -2.97 -2.19  C12 1.096
26 H -1.01 -1.72 -1.95  C13 1.087
27 H 0.41 -1.88 -0.78  C14 1.094
28 H 2.69 -2.38 -1.53  C15 1.098
29 C 1.50 0.00 2.24  C30 1.520, H35 1.097, H36 1.105, H37 1.094
30 C 0.42 1.02 1.91  C29 1.520, C31 1.530, N34 1.549, H38 1.099
31 C -0.24 1.59 3.17  C30 1.530, C32 1.522, H39 1.096, H40 1.097
32 C -1.74 1.64 2.93  C31 1.522, C33 1.523, H41 1.092, H42 1.092
33 C -2.06 0.61 1.86  C32 1.523, N34 1.519, H43 1.101, H44 1.088
34 N -0.74 0.36 1.13  C7 1.495, C30 1.549, C33 1.519, H45 1.025
35 H 2.29 0.46 2.84  C29 1.097
36 H 1.07 -0.84 2.81  C29 1.105
37 H 1.97 -0.39 1.33  C29 1.094
38 H 0.78 1.83 1.25  C30 1.099
39 H -0.01 0.93 4.01  C31 1.096
40 H 0.19 2.57 3.42  C31 1.097
41 H -2.30 1.40 3.84  C32 1.092
42 H -2.06 2.63 2.61  C32 1.092
43 H -2.37 -0.36 2.27  C33 1.101
44 H -2.82 0.96 1.17  C33 1.088
45 H -0.58 -0.65 1.18  N34 1.025

Summary:
E_LUMO in Ha: -0.084
HOMO in eV: -11.5
Charge: +1
Structure (SMILES): COc1ccc([C@@H](c2ccccc2)[N@@H+]2CCC[C@H]2C)cc1

=====

Run ii
2 unconnected molecules or ions with the total composition C19H24NO, computed with ωB97M-V/def2-TZVPD.

Each atom is followed by the atoms it is bonded to, with distances in Å.
Atoms and positions in Å:
1 C 0.84 1.02 -0.21  C2 1.440, C8 1.401, H16 1.098
2 C 0.36 2.27 -0.74  C1 1.440, C3 1.427, C7 1.429
3 C 0.23 2.48 -2.15  C2 1.427, C4 1.391, H17 1.094
4 C -0.27 3.67 -2.66  C3 1.391, C5 1.403, H18 1.093
5 C -0.63 4.72 -1.79  C4 1.403, C6 1.402, H19 1.089
6 C -0.46 4.56 -0.41  C5 1.402, C7 1.394, H20 1.093
7 C 0.02 3.37 0.11  C2 1.429, C6 1.394, H21 1.091
8 C 1.31 0.88 1.10  C1 1.401, C9 1.396, H22 1.094
9 C 1.84 -0.29 1.66  C8 1.396, C10 1.437, H23 1.091
10 C 2.15 -0.47 3.05  C9 1.437, C11 1.428, C15 1.428
11 C 2.81 -1.66 3.49  C10 1.428, C12 1.390, H24 1.094
12 C 3.10 -1.88 4.83  C11 1.390, C13 1.404, H25 1.092
13 C 2.75 -0.91 5.79  C12 1.404, C14 1.402, H26 1.090
14 C 2.13 0.28 5.39  C13 1.402, C15 1.394, H27 1.093
15 C 1.83 0.50 4.04  C10 1.428, C14 1.394, H28 1.094
16 H 0.93 0.17 -0.90  C1 1.098
17 H 0.53 1.68 -2.83  C3 1.094
18 H -0.36 3.81 -3.74  C4 1.093
19 H -1.01 5.66 -2.20  C5 1.089
20 H -0.69 5.39 0.26  C6 1.093
21 H 0.14 3.25 1.19  C7 1.091
22 H 1.30 1.76 1.75  C8 1.094
23 H 2.03 -1.14 1.00  C9 1.091
24 H 3.10 -2.41 2.74  C11 1.094
25 H 3.59 -2.80 5.15  C12 1.092
26 H 2.97 -1.09 6.84  C13 1.090
27 H 1.87 1.03 6.13  C14 1.093
28 H 1.33 1.42 3.73  C15 1.094
29 C -3.55 -1.29 -3.90  C30 1.527, H35 1.092, H36 1.092, H37 1.094
30 C -2.84 -2.35 -3.07  C29 1.527, C31 1.529, H38 1.098, H39 1.099
31 C -1.56 -1.92 -2.34  C30 1.529, C32 1.532, N34 1.464, H40 1.101
32 C -0.93 -3.14 -1.67  C31 1.532, O33 1.415, H41 1.104, H42 1.101
33 O 0.22 -2.68 -0.98  C32 1.415, H43 0.970
34 N -1.74 -0.79 -1.43  C31 1.464, H44 1.019, H45 1.018
35 H -4.42 -1.74 -4.39  C29 1.092
36 H -3.91 -0.46 -3.28  C29 1.092
37 H -2.90 -0.89 -4.67  C29 1.094
38 H -3.52 -2.77 -2.31  C30 1.098
39 H -2.56 -3.19 -3.72  C30 1.099
40 H -0.86 -1.53 -3.09  C31 1.101
41 H -1.66 -3.58 -0.97  C32 1.104
42 H -0.66 -3.86 -2.46  C32 1.101
43 H 0.70 -3.46 -0.65  O33 0.970
44 H -2.60 -0.89 -0.88  N34 1.019
45 H -0.95 -0.69 -0.80  N34 1.018

Summary:
E_LUMO in Ha: -0.208
HOMO in eV: -11.6
Charge: +1

=====

Preferred: run i; penalty for the next structure: 0.0393 hartree.

=====

Run i
A gas-phase ion, C6H11N (charge -1), computed with ωB97M-V/def2-TZVPD.

Each atom is followed by the atoms it is bonded to, with distances in Å.
Atoms and positions in Å:
1 C -0.96 -1.73 0.32  C2 1.557, N7 1.469, H8 1.105, H9 1.102
2 C 0.50 -1.32 -0.07  C1 1.557, C3 1.494, H10 1.095, H11 1.091
3 C 0.89 0.11 0.04  C2 1.494, C4 1.390, C6 1.445
4 C 1.86 0.57 0.92  C3 1.390, H12 1.091, H13 1.091
5 C -0.04 2.43 -0.64  C6 1.375, H14 1.080, H15 1.090
6 C 0.24 1.09 -0.80  C3 1.445, C5 1.375, H16 1.092
7 N -2.00 -0.74 0.04  C1 1.469, H17 1.009, H18 1.012
8 H -1.11 -2.07 1.36  C1 1.105
9 H -1.21 -2.55 -0.38  C1 1.102
10 H 1.17 -1.97 0.51  C2 1.095
11 H 0.59 -1.55 -1.13  C2 1.091
12 H 2.60 -0.17 1.23  C4 1.091
13 H 2.06 1.57 1.30  C4 1.091
14 H -0.63 2.96 -1.37  C5 1.080
15 H 0.25 2.99 0.25  C5 1.090
16 H -0.22 0.53 -1.61  C6 1.092
17 H -1.82 0.19 0.41  N7 1.009
18 H -2.90 -1.11 0.32  N7 1.012

Summary:
<S²>: 0.764
E_LUMO (alpha / beta) in Ha: 0.154 / 0.150
HOMO (alpha / beta) in eV: 0.2 / -2.5
Charge: -1
Multiplicity: 2

=====

Run ii
A gas-phase ion, C6H11N (charge -1), computed with ωB97M-V/def2-TZVPD.

Each atom is followed by the atoms it is bonded to, with distances in Å.
Atoms and positions in Å:
1 C -0.83 0.37 -1.64  C4 1.513, H8 1.103, H9 1.157, H10 1.155
2 N 2.04 -0.12 -1.01  C3 1.378, H11 0.982, H12 1.004
3 C 1.05 -0.27 -0.06  N2 1.378, C4 1.338, C7 1.509
4 C -0.25 -0.27 -0.40  C1 1.513, C3 1.338, C5 1.502
5 C -1.20 -0.38 0.76  C4 1.502, C6 1.350, H13 1.110
6 C -2.08 0.64 0.91  C5 1.350, H14 1.074, H15 1.115
7 C 1.35 -0.69 1.36  C3 1.509, H16 1.030, H17 1.061, H18 1.144
8 H -1.92 0.16 -1.67  C1 1.103
9 H -0.35 -0.14 -2.56  C1 1.157
10 H -0.65 1.47 -1.95  C1 1.155
11 H 1.74 0.36 -1.81  N2 0.982
12 H 2.90 0.19 -0.61  N2 1.004
13 H -1.25 -1.25 1.44  C5 1.110
14 H -2.73 0.57 1.76  C6 1.074
15 H -2.06 1.54 0.25  C6 1.115
16 H 0.99 -1.63 1.55  C7 1.030
17 H 0.81 -0.08 2.04  C7 1.061
18 H 2.43 -0.48 1.66  C7 1.144

Summary:
<S²>: 0.751
E_LUMO (alpha / beta) in Ha: 0.156 / 0.151
HOMO (alpha / beta) in eV: 1.3 / -3.7
Charge: -1
Multiplicity: 2

=====

Preferred: run i; penalty for the next structure: 0.0181 hartree.

=====

Run i
C6H6N4O2 in the gas phase, computed with ωB97M-V/def2-TZVPD.

Each atom is followed by the atoms it is bonded to, with distances in Å.
Atoms and positions in Å:
1 C -2.89 -0.88 -0.32  H7 1.112, H8 1.072, H9 1.183, N13 1.408
2 C -1.04 -2.21 0.75  H10 1.073, N13 1.362, N14 1.386
3 C 0.50 -0.72 0.61  C4 1.409, C6 1.465, N14 1.364
4 C -0.59 -0.24 -0.13  C3 1.409, N13 1.399, N15 1.331
5 C 0.31 1.60 -0.85  N15 1.310, N16 1.343, O17 1.353
6 C 1.75 0.04 0.54  C3 1.465, N16 1.474, O18 1.200
7 H -3.09 -0.65 -1.39  C1 1.112
8 H -3.58 -1.66 -0.06  C1 1.072
9 H -3.16 0.11 0.26  C1 1.183
10 H -1.52 -3.14 0.97  C2 1.073
11 H 1.01 3.33 -0.94  O17 1.020
12 H 2.32 1.77 -0.40  N16 1.022
13 N -1.56 -1.25 -0.07  C1 1.408, C2 1.362, C4 1.399
14 N 0.25 -1.94 1.17  C2 1.386, C3 1.364
15 N -0.79 0.89 -0.81  C4 1.331, C5 1.310
16 N 1.45 1.25 -0.24  C5 1.343, C6 1.474, H12 1.022
17 O 0.22 2.85 -1.36  C5 1.353, H11 1.020
18 O 2.82 -0.09 1.06  C6 1.200

Summary:
E_LUMO in Ha: 0.008
HOMO in eV: -8.2
Structure (SMILES): Cn1cnc2c(=O)[nH]c(O)nc21

=====

Run ii
C6H6N4O2 in the gas phase, computed with ωB97M-V/def2-TZVPD.

Each atom is followed by the atoms it is bonded to, with distances in Å.
Atoms and positions in Å:
1 C -1.30 -1.75 2.10  C2 1.355, N7 1.340, H13 1.118
2 C -0.71 -0.59 2.49  C1 1.355, N8 1.362, H14 1.037
3 C -0.45 -0.96 0.36  C4 1.471, N7 1.289, N8 1.366
4 C 0.12 -0.44 -0.89  C3 1.471, C5 1.375, N10 1.343
5 C 0.53 0.84 -0.59  C4 1.375, C6 1.507, N9 1.423
6 C 1.28 1.82 -1.45  C5 1.507, H15 1.016, H16 1.045, H17 1.150
7 N -1.10 -1.99 0.79  C1 1.340, C3 1.289
8 N -0.31 -0.01 1.33  C2 1.362, C3 1.366, N9 1.400
9 N 0.28 1.14 0.78  C5 1.423, N8 1.400, H18 0.994
10 N -0.01 -0.98 -2.12  C4 1.343, O11 1.254, O12 1.227
11 O 0.51 -0.36 -3.07  N10 1.254
12 O -0.62 -2.04 -2.24  N10 1.227
13 H -1.85 -2.42 2.80  C1 1.118
14 H -0.62 -0.32 3.49  C2 1.037
15 H 1.88 1.20 -1.98  C6 1.016
16 H 1.75 2.50 -0.81  C6 1.045
17 H 0.63 2.39 -2.21  C6 1.150
18 H 0.01 1.98 1.22  N9 0.994

Summary:
E_LUMO in Ha: -0.018
HOMO in eV: -8.7
Structure (SMILES): Cc1[nH]n2ccnc2c1[N+](=O)[O-]

=====

Preferred: run i; penalty for the next structure: 0.1957 hartree.

=====

Run i
C9H19N5O3 in the gas phase, computed with ωB97M-V/def2-TZVPD.

Each atom is followed by the atoms it is bonded to, with distances in Å.
Atoms and positions in Å:
1 C -3.73 -0.09 0.08  C2 1.526, C3 1.517, H12 1.084, N29 1.454
2 C -2.62 -0.74 -0.74  C1 1.526, N30 1.391, O34 1.218
3 C -3.72 -0.67 1.49  C1 1.517, H13 1.105, H14 1.084, H15 1.069
4 C -0.80 0.77 0.24  C5 1.519, C6 1.561, H17 1.096, N30 1.455
5 C -0.36 2.08 -0.39  C4 1.519, O35 1.194, O36 1.348
6 C 0.33 0.16 1.13  C4 1.561, C7 1.512, H18 1.135, H19 1.114
7 C 1.46 -0.51 0.38  C6 1.512, C8 1.561, H20 1.096, H21 1.085
8 C 2.22 0.44 -0.59  C7 1.561, H22 1.060, H23 1.025, N31 1.480
9 C 4.48 -0.61 -0.36  N31 1.399, N32 1.245, N33 1.410
10 H -5.11 -1.28 -0.77  N29 1.011
11 H -5.03 0.19 -1.41  N29 1.032
12 H -3.59 0.98 0.08  C1 1.084
13 H -3.90 -1.76 1.44  C3 1.105
14 H -2.78 -0.52 2.00  C3 1.084
15 H -4.50 -0.27 2.09  C3 1.069
16 H -0.59 -0.86 -1.16  N30 1.108
17 H -1.61 1.06 0.92  C4 1.096
18 H 0.73 0.97 1.82  C6 1.135
19 H -0.14 -0.59 1.80  C6 1.114
20 H 1.13 -1.41 -0.16  C7 1.096
21 H 2.14 -0.85 1.15  C7 1.085
22 H 2.45 1.36 -0.13  C8 1.060
23 H 1.63 0.72 -1.38  C8 1.025
24 H 3.21 -0.99 -1.81  N31 1.032
25 H 5.90 -1.87 -0.01  N32 1.036
26 H 5.72 0.21 1.07  N33 1.026
27 H 4.76 1.34 0.34  N33 1.050
28 H -1.21 1.38 -1.94  O36 1.017
29 N -5.04 -0.31 -0.51  C1 1.454, H10 1.011, H11 1.032
30 N -1.35 -0.19 -0.71  C2 1.391, C4 1.455, H16 1.108
31 N 3.42 -0.20 -1.18  C8 1.480, C9 1.399, H24 1.032
32 N 5.03 -1.71 -0.56  C9 1.245, H25 1.036
33 N 4.80 0.33 0.64  C9 1.410, H26 1.026, H27 1.050
34 O -2.84 -1.73 -1.41  C2 1.218
35 O 0.24 2.92 0.21  C5 1.194
36 O -0.74 2.24 -1.67  C5 1.348, H28 1.017

Summary:
E_LUMO in Ha: 0.018
HOMO in eV: -9.2
Structure (SMILES): [H]/N=C(\N)NCCC[C@H](NC(=O)[C@H](C)N)C(=O)O

=====

Run ii
C9H19N5O3 in the gas phase, computed with ωB97M-V/def2-TZVPD.

Each atom is followed by the atoms it is bonded to, with distances in Å.
Atoms and positions in Å:
1 C -0.16 -1.29 3.39  C2 1.516, C3 1.608, H12 1.135, N29 1.465
2 C -0.30 -2.20 2.19  C1 1.516, N30 1.440, O34 1.229
3 C -1.59 -0.69 3.79  C1 1.608, H13 1.093, H14 1.124, H15 1.114
4 C 0.13 -0.59 0.15  C5 1.614, C6 1.573, H17 1.032, N30 1.400
5 C 1.73 -0.42 0.27  C4 1.614, O35 1.187, O36 1.333
6 C -0.39 0.84 0.57  C4 1.573, C7 1.608, H18 1.142, H19 1.042
7 C -0.36 2.08 -0.46  C6 1.608, C8 1.517, H20 1.215, H21 1.154
8 C -1.39 2.18 -1.57  C7 1.517, H22 1.089, H23 1.094, N31 1.464
9 C -0.63 1.35 -3.97  N31 1.363, N32 1.279, N33 1.420
10 H 1.24 0.07 4.04  N29 0.997
11 H 1.69 -0.70 2.80  N29 1.019
12 H 0.30 -2.08 4.06  C1 1.135
13 H -2.33 -1.50 3.90  C3 1.093
14 H -2.01 0.09 3.11  C3 1.124
15 H -1.27 -0.25 4.76  C3 1.114
16 H -0.28 -2.67 0.22  N30 1.108
17 H 0.06 -0.61 -0.88  C4 1.032
18 H 0.10 1.11 1.56  C6 1.142
19 H -1.40 0.62 0.72  C6 1.042
20 H 0.65 2.23 -1.11  C7 1.215
21 H -0.28 3.04 0.18  C7 1.154
22 H -1.39 3.23 -1.87  C8 1.089
23 H -2.38 1.95 -1.16  C8 1.094
24 H -1.87 0.56 -2.57  N31 1.001
25 H -1.41 -0.41 -4.69  N32 1.079
26 H 0.47 2.52 -5.10  N33 1.007
27 H -0.49 3.40 -4.11  N33 1.086
28 H 3.34 -0.93 0.72  O36 0.942
29 N 0.86 -0.26 3.17  C1 1.465, H10 0.997, H11 1.019
30 N -0.30 -1.74 0.82  C2 1.440, C4 1.400, H16 1.108
31 N -1.29 1.35 -2.77  C8 1.464, C9 1.363, H24 1.001
32 N -0.78 0.46 -4.87  C9 1.279, H25 1.079
33 N 0.15 2.53 -4.14  C9 1.420, H26 1.007, H27 1.086
34 O -0.37 -3.41 2.35  C2 1.229
35 O 2.17 0.60 -0.13  C5 1.187
36 O 2.52 -1.39 0.75  C5 1.333, H28 0.942

Summary:
E_LUMO in Ha: 0.021
HOMO in eV: -8.7
Structure (SMILES): [H]/N=C(/N)NCCC[C@H](NC(=O)[C@H](C)N)C(=O)O

=====

Preferred: run i; penalty for the next structure: 0.0982 hartree.